C25H36N2O | ωB97M-V/def2-TZVPD

XYZ file:
```
64
Properties=species:S:1:pos:R:3:forces:R:3:lowdin_charge:R:1
C 4.98585 -1.85115 2.08602 0.064 0.067 -0.298 -0.07
H 4.46953 -1.18326 2.77162 -0.076 0.061 0.133 0.07
H 4.30138 -2.64595 1.79761 -0.093 -0.124 0.034 0.08
H 5.82552 -2.29435 2.61630 0.045 -0.054 0.102 0.08
C 5.48640 -1.09396 0.85913 -0.171 0.136 -0.087 -0.37
C 6.41605 0.04800 1.26155 -0.097 -0.226 -0.191 -0.07
H 6.68685 0.62674 0.38301 0.096 0.144 -0.039 0.08
H 7.32354 -0.35091 1.70916 0.104 0.012 0.073 0.08
H 5.93894 0.70223 1.98744 -0.028 0.118 0.101 0.08
H 6.05754 -1.78632 0.23097 -0.066 0.006 0.004 0.14
C 4.32208 -0.61107 -0.02191 0.100 -0.172 0.418 -0.31
C 3.48901 0.52084 0.58268 0.055 -0.329 -0.318 -0.08
H 3.14735 0.23839 1.57556 -0.044 0.044 0.110 0.11
H 4.12414 1.40286 0.67859 0.014 0.056 0.060 0.13
C 2.30176 0.87605 -0.33937 0.094 0.443 0.195 -0.39
C 1.31920 -0.28133 -0.41855 0.026 -0.257 -0.019 -0.18
C 0.79364 -0.74938 -1.61759 0.046 -0.128 0.031 -0.05
C -0.07432 -1.82696 -1.64966 0.017 -0.050 -0.123 -0.09
C -0.45507 -2.45929 -0.47989 -0.040 -0.078 0.015 -0.10
C 0.02925 -1.98463 0.72475 -0.114 -0.105 0.064 -0.07
C 0.90273 -0.91303 0.75088 0.100 0.054 -0.039 -0.05
H 1.26012 -0.57145 1.71125 0.070 0.055 0.086 0.11
H -0.27348 -2.45075 1.65153 -0.019 -0.033 0.073 0.10
H -1.13206 -3.30030 -0.50523 -0.057 -0.067 -0.002 0.10
H -0.45811 -2.17182 -2.59986 -0.027 -0.023 -0.071 0.10
H 1.04425 -0.27435 -2.55220 0.073 0.068 -0.081 0.11
C 2.94094 1.24017 -1.69064 0.090 -0.372 0.073 -0.11
H 2.19137 1.44682 -2.45243 -0.032 0.062 -0.079 0.11
C 3.87303 0.13107 -2.18745 -0.192 0.151 -0.338 -0.19
O 4.87680 -0.18926 -1.25669 0.167 0.047 0.144 -0.09
H 4.39972 0.45344 -3.08974 -0.130 -0.053 0.022 0.13
H 3.29145 -0.77405 -2.42014 0.099 0.106 -0.038 0.12
H 3.53383 2.14763 -1.55145 -0.031 0.061 -0.009 0.13
C 1.59159 2.10640 0.26735 -0.131 -0.030 -0.338 -0.12
C 0.40987 2.66002 -0.53322 0.192 0.142 0.217 -0.21
N -0.72194 1.75761 -0.58564 -0.385 0.244 -0.222 -0.06
H -1.36048 2.06226 -1.31411 0.046 -0.031 0.077 0.12
C -1.45790 1.65320 0.66371 0.136 0.036 0.118 -0.18
C -2.80756 1.02443 0.46332 0.010 0.154 0.071 -0.22
C -3.90652 1.43132 1.20428 0.243 -0.034 -0.087 -0.04
C -5.14667 0.84571 1.03253 -0.250 -0.085 -0.022 -0.03
C -5.33533 -0.18136 0.10341 0.293 0.076 0.120 -0.24
C -4.21799 -0.59256 -0.63406 -0.073 0.005 -0.088 -0.02
C -2.98681 0.00120 -0.45961 -0.034 0.104 0.021 -0.03
H -2.13850 -0.33550 -1.03406 0.062 -0.063 -0.066 0.09
H -4.30571 -1.40629 -1.33799 -0.027 -0.097 -0.044 0.10
N -6.55167 -0.83202 -0.04250 -0.262 -0.177 0.076 -0.21
C -7.61836 -0.56142 0.88864 0.109 -0.012 0.001 -0.09
H -7.23594 -0.59033 1.90749 -0.063 0.026 0.046 0.09
H -8.10748 0.40769 0.71443 -0.017 0.028 0.027 0.09
H -8.36975 -1.34504 0.78362 -0.025 0.035 0.032 0.09
C -7.03204 -1.19218 -1.35630 -0.015 -0.065 -0.047 -0.07
H -6.21952 -1.20672 -2.07546 -0.030 -0.024 -0.025 0.07
H -7.78620 -0.47555 -1.70904 0.009 0.000 -0.048 0.09
H -7.49108 -2.18394 -1.32399 -0.013 0.031 -0.093 0.09
H -5.97320 1.21030 1.62160 -0.107 0.005 0.031 0.09
H -3.79894 2.22777 1.92849 0.017 0.085 0.048 0.11
H -0.87296 1.02186 1.34406 -0.020 0.120 0.056 0.11
H -1.58311 2.64019 1.14847 0.023 -0.142 0.000 0.12
H 0.13300 3.63227 -0.07832 0.050 -0.101 -0.121 0.12
H 0.72667 2.85840 -1.55924 -0.001 0.067 0.012 0.11
H 2.32413 2.91189 0.36803 0.049 -0.014 0.076 0.12
H 1.24703 1.85118 1.27014 0.052 0.014 0.144 0.11
H 3.65407 -1.47151 -0.21122 0.121 0.083 0.022 0.16
```
Forces are in eV/Å.

Summary:
* orbital gap: 8.2981 eV
* SMILES: CC(C)[C@H]1C[C@](CCNCc2ccc(N(C)C)cc2)(c2ccccc2)CCO1
* E_LUMO: 0.82 eV
* 2S+1: 1
* strongest force on any atom: 0.010 Eh/bohr

=====

C25H36N2O2S | ωB97M-V/def2-TZVPD

XYZ file:
```
66
Properties=species:S:1:pos:R:3:forces:R:3:lowdin_charge:R:1
C 1.63787 3.00180 -1.46518 -2.520 5.696 1.658 -0.02
H 1.78989 2.09154 -1.86612 0.968 -2.931 -1.499 -0.01
O 0.47520 2.82050 -0.45138 3.023 2.172 -4.850 -0.06
C 0.89102 2.18691 0.61425 0.779 1.257 -2.011 -0.46
C 2.11899 1.78931 0.86658 7.419 -4.279 -0.981 -0.02
C 2.45133 0.91419 2.00408 -6.977 5.042 -2.174 -0.12
C 1.55008 0.74236 2.94874 -7.340 0.743 1.259 0.03
C -0.01671 1.34827 2.59632 4.531 -1.903 -0.638 -0.09
C -0.15911 2.05494 1.40540 -0.118 -3.638 7.485 -0.01
H -1.06018 2.49658 1.31467 -2.842 1.397 -1.238 0.10
C -1.14367 0.92695 3.45966 0.034 7.047 1.314 -0.15
H -0.81761 1.07933 4.46727 0.448 -0.659 0.934 0.10
H -1.78714 2.11772 3.53760 0.732 -3.661 -0.765 0.22
C -1.89790 -0.33314 3.33385 -4.128 6.191 -3.257 -0.53
C -1.15778 -1.34067 3.84492 7.488 -9.147 6.385 -0.20
C -1.56549 -2.80274 3.45382 -5.300 2.306 4.852 -0.18
C -1.75246 -2.72315 2.06399 -4.710 -5.369 -4.504 -0.30
N -2.58739 -1.71408 1.51421 -3.655 -4.042 -2.387 -0.14
C -2.24650 -0.48444 1.86384 8.664 -1.430 1.128 -0.20
H -2.68606 0.25274 1.45896 -4.484 5.334 -2.475 0.07
H -1.16084 -0.23965 1.28135 -1.615 -0.483 1.311 0.17
C -2.87261 -1.91885 -0.02657 -5.340 4.540 4.559 -0.15
C -1.91467 -1.37267 -0.85186 4.000 0.679 -1.591 -0.54
C -1.70295 -0.17200 -1.44087 -15.792 2.971 6.349 -0.33
C -0.84133 0.25916 -2.17221 14.141 0.080 -4.166 -0.06
C 0.24573 -0.80344 -1.81876 0.267 3.595 -4.460 -0.55
S -0.31267 -1.96238 -0.90951 -0.871 -3.625 1.401 1.18
C 1.62302 -0.96992 -2.32619 4.997 5.126 3.303 -0.16
N 2.23194 0.09567 -3.29741 -6.152 0.130 2.747 -0.21
C 1.55017 -0.20335 -4.50159 1.689 2.447 -2.883 -0.24
C 1.63837 0.91542 -5.59477 4.427 1.244 2.939 -0.14
C 3.16821 1.29873 -5.77471 1.054 -9.241 3.604 -0.18
C 3.84586 1.37323 -4.34050 2.871 5.352 -3.016 -0.24
C 3.59215 0.37597 -3.38914 -1.205 -7.414 -0.499 -0.33
H 4.01566 0.50433 -2.42948 0.649 0.138 0.927 0.10
H 3.89497 -0.85090 -3.85663 0.925 3.045 0.948 0.20
H 3.33801 2.44582 -3.95555 1.942 -2.410 -0.408 0.16
H 5.13120 1.32959 -4.37727 -3.668 1.032 -0.274 0.18
H 3.41124 2.01120 -6.40152 0.986 3.880 -2.859 0.02
H 3.74102 0.17703 -6.31760 -1.589 3.227 1.380 0.18
H 1.38762 1.81526 -4.98457 -1.613 -0.133 -1.587 0.12
H 1.46538 0.55944 -6.57545 -1.937 0.317 -0.818 0.10
H 0.51820 -0.30772 -4.47920 -1.843 -0.864 1.151 0.09
H 2.03686 -1.01438 -4.95921 0.484 -2.070 -0.770 0.10
H 1.94051 -1.87491 -2.75021 0.120 -1.829 -0.064 0.08
H 2.30051 -0.64402 -1.22873 -1.441 -1.601 -3.069 0.19
H -0.32140 1.19169 -2.40380 -1.318 -0.012 -0.396 0.12
H -2.62212 0.72517 -1.23719 1.870 -2.779 -0.486 0.20
H -4.01908 -1.16008 -0.14816 3.481 -2.280 0.084 0.22
H -3.17402 -2.86370 -0.30172 -0.555 -2.367 0.217 0.07
H -2.39797 -3.75394 1.63065 2.005 2.191 1.378 0.19
H -0.91558 -2.77286 1.47897 3.153 -0.143 -1.017 0.05
H -2.88148 -2.89672 4.02599 3.788 -0.236 -1.685 0.20
H -0.99783 -3.59901 3.91195 0.249 0.049 -0.270 0.10
H -0.97457 -1.41080 5.13527 -0.886 0.863 -3.791 0.21
H 0.01580 -1.60206 3.53904 -2.507 2.293 0.183 0.18
C -3.23693 -0.03933 4.04058 -0.592 -5.684 0.406 -0.23
O -2.95685 -0.05169 5.39393 -3.855 1.381 4.136 -0.14
H -3.93885 -0.07025 5.86538 4.067 0.120 -1.533 0.19
H -3.69138 -1.21697 4.02439 -0.313 3.426 -1.376 0.16
H -3.82144 0.85068 3.73601 0.385 -0.815 -0.463 0.14
H 1.54842 0.15183 3.91783 0.510 0.769 -1.507 0.11
H 3.23686 0.45917 2.21838 7.718 -3.384 0.676 0.02
H 3.13338 1.62820 0.02502 -3.658 1.204 2.339 0.19
H 1.22332 3.77608 -2.19994 0.252 -1.491 0.740 0.11
H 2.54315 3.57200 -1.05519 -1.290 -1.366 -0.021 0.11
```
Forces are in eV/Å.

Summary:
* orbital gap: 8.1083 eV
* E_LUMO: 0.51 eV
* 2S+1: 1
* strongest force on any atom: 0.336 Eh/bohr

=====

Values of energy above the lowest of the compared OMol25 structures with the same formula, charge and spin, in order: 12.3, 2207.4, all in kJ/mol.
Values of E_tot, in order: -1158.964987, -1631.558028, all in Ha.